1.
Density functional theory data (ωB97M-V/def2-TZVPD) for a 3-piece molecular cluster, C30H62F3IN2O9P2 overall.

The value obtained for the HOMO energy is -0.3198 hartree. The SMILES is CCCCCCCC[C@H](O[C@@](C[C@@H](C)I)([C@@H]([PH2]=O)N(COCOCCO)C[C@@H](C)O)P(N)O)C(F)(F)F.C1CCOC1.C1CCOC1. As for the gap between HOMO and LUMO: 9.115 eV.

Atoms and positions in Å:
C1 -0.430 -4.553 0.860
C2 -1.071 -4.976 -0.469
C3 -0.313 -4.495 -1.717
C4 -0.657 -5.313 -2.966
C5 -0.274 -4.668 -4.303
C6 1.179 -4.844 -4.758
C7 2.239 -4.130 -3.926
C8 1.973 -2.634 -3.767
C9 3.200 -1.843 -3.316
O1 2.738 -0.760 -2.538
C10 3.457 -0.263 -1.398
C11 4.940 -0.009 -1.723
C12 5.811 0.612 -0.599
C13 6.664 -0.408 0.170
I1 7.155 2.037 -1.533
C14 2.634 1.036 -1.010
P1 3.446 2.643 -1.405
O2 4.129 3.214 -0.208
N1 1.263 1.116 -1.508
C15 0.246 0.252 -0.990
O3 0.464 0.133 0.378
C16 -0.442 -0.694 1.076
O4 -1.318 0.077 1.834
C17 -0.691 0.737 2.932
C18 -0.641 2.225 2.668
O5 -1.979 2.681 2.467
C19 1.053 1.444 -2.906
C20 0.240 2.729 -3.191
C21 -0.260 3.499 -1.975
O6 1.085 3.545 -4.011
P2 3.549 -1.738 -0.151
N2 3.331 -0.929 1.341
O7 2.099 -2.468 -0.374
C22 4.020 -1.351 -4.535
F1 3.758 -0.075 -4.852
F2 3.770 -2.072 -5.638
F3 5.347 -1.430 -4.335
H1 0.645 -4.403 0.742
H2 -0.566 -5.318 1.628
H3 -0.866 -3.628 1.244
H4 -2.099 -4.606 -0.514
H5 -1.143 -6.069 -0.515
H6 0.754 -4.544 -1.491
H7 -0.581 -3.448 -1.909
H8 -1.746 -5.455 -2.962
H9 -0.224 -6.317 -2.887
H10 -0.555 -3.610 -4.261
H11 -0.897 -5.107 -5.089
H12 1.244 -4.475 -5.789
H13 1.406 -5.913 -4.800
H14 2.234 -4.550 -2.914
H15 3.234 -4.326 -4.334
H16 1.535 -2.194 -4.670
H17 1.222 -2.507 -2.983
H18 3.858 -2.515 -2.756
H19 5.012 0.587 -2.629
H20 5.395 -0.973 -1.966
H21 5.219 1.216 0.086
H22 6.787 -0.099 1.210
H23 7.660 -0.499 -0.261
H24 6.203 -1.398 0.141
H25 2.618 1.129 0.078
H26 2.431 3.454 -1.911
H27 4.265 2.432 -2.527
H28 -0.736 0.711 -1.187
H29 0.227 -0.731 -1.510
H30 -1.055 -1.275 0.380
H31 0.148 -1.381 1.691
H32 -1.261 0.516 3.839
H33 0.327 0.356 3.068
H34 -0.180 2.756 3.507
H35 -0.063 2.359 1.750
H36 -1.946 3.441 1.883
H37 0.504 0.619 -3.382
H38 2.001 1.482 -3.444
H39 -0.644 2.449 -3.777
H40 0.539 4.071 -1.504
H41 -0.717 2.851 -1.227
H42 -1.024 4.214 -2.298
H43 0.549 4.230 -4.418
H44 3.665 0.025 1.403
H45 3.733 -1.469 2.096
H46 1.499 -1.956 -0.929
C23 -4.371 0.911 4.708
C24 -4.956 0.434 6.038
C25 -5.964 -0.610 5.575
O8 -5.423 -1.183 4.388
C26 -4.330 -0.391 3.916
H47 -3.390 1.375 4.798
H48 -5.043 1.631 4.236
H49 -4.180 -0.036 6.646
H50 -5.413 1.229 6.626
H51 -6.933 -0.153 5.345
H52 -6.123 -1.404 6.306
H53 -3.395 -0.928 4.115
H54 -4.423 -0.253 2.839
C27 -4.878 6.082 4.452
C28 -4.775 4.589 4.146
C29 -5.722 4.452 2.961
O9 -5.661 5.694 2.258
C30 -4.987 6.671 3.052
H55 -4.029 6.476 5.008
H56 -5.786 6.290 5.023
H57 -3.757 4.331 3.845
H58 -5.052 3.949 4.982
H59 -6.752 4.281 3.293
H60 -5.439 3.647 2.281
H61 -3.995 6.856 2.624
H62 -5.554 7.602 3.019

2.
Density functional theory data (ωB97M-V/def2-TZVPD) for a 14-piece molecular cluster, C30H63BF2N15O28PSi overall at a distorted geometry.

The value obtained for the HOMO energy is -0.3330 hartree. As for the gap between HOMO and LUMO: 8.888 eV.

Atoms and positions in Å:
C1 -3.857 2.965 -0.021
C2 -3.916 3.003 -1.584
B1 -3.323 1.699 -2.179
O1 -4.003 0.497 -2.094
C3 -1.835 1.569 -2.894
C4 -2.069 0.891 -4.169
N1 -2.023 0.290 -5.149
P1 -1.144 3.241 -3.263
O2 -0.991 4.128 -2.091
C5 -0.972 0.652 -1.958
C6 -0.943 1.311 -0.638
N2 -0.863 1.900 0.342
C7 0.496 0.398 -2.416
F1 0.687 0.731 -3.729
F2 1.299 1.261 -1.700
C8 1.029 -0.999 -2.180
C9 0.411 -1.733 -0.967
Si1 -0.820 -3.105 -1.464
C10 -1.649 -2.691 -3.121
C11 0.031 -4.757 -1.621
C12 -2.200 -3.037 -0.183
C13 -1.975 -2.499 1.084
C14 -2.999 -2.402 2.018
C15 -4.269 -2.845 1.688
C16 -4.506 -3.401 0.440
C17 -3.483 -3.496 -0.495
H1 -4.795 3.313 0.397
H2 -3.064 3.598 0.363
H3 -3.733 1.932 0.306
H4 -3.495 3.924 -1.984
H5 -4.982 3.009 -1.845
H6 -4.455 0.296 -2.924
H7 -2.058 3.719 -4.226
H8 0.066 3.078 -3.955
H9 -1.520 -0.282 -1.823
H10 2.099 -0.873 -1.997
H11 0.971 -1.624 -3.071
H12 -0.025 -1.062 -0.227
H13 1.223 -2.263 -0.462
H14 -1.027 -2.103 -3.796
H15 -2.016 -3.594 -3.608
H16 -2.529 -2.077 -2.903
H17 0.527 -4.781 -2.598
H18 0.787 -4.949 -0.863
H19 -0.710 -5.557 -1.645
H20 -0.993 -2.130 1.359
H21 -2.785 -1.962 2.983
H22 -5.075 -2.750 2.404
H23 -5.499 -3.743 0.175
H24 -3.686 -3.909 -1.476
C18 -3.742 7.013 0.884
N3 -5.075 6.415 1.186
O3 -5.093 5.275 1.610
O4 -6.053 7.102 0.990
H25 -2.976 6.281 1.114
H26 -3.739 7.277 -0.169
H27 -3.638 7.898 1.503
C19 3.911 1.218 -3.463
N4 5.131 0.367 -3.416
O5 6.158 0.798 -3.881
O6 4.993 -0.730 -2.902
H28 4.150 2.160 -3.942
H29 3.165 0.668 -4.028
H30 3.592 1.368 -2.438
C20 0.351 -5.566 3.743
N5 0.325 -5.009 2.365
O7 1.246 -4.288 2.024
O8 -0.621 -5.293 1.666
H31 1.246 -5.217 4.233
H32 -0.539 -5.214 4.251
H33 0.345 -6.649 3.653
C21 1.049 0.050 -6.863
N6 2.351 -0.663 -6.831
O9 3.317 -0.119 -7.320
O10 2.364 -1.741 -6.270
H34 1.188 1.006 -7.353
H35 0.338 -0.571 -7.400
H36 0.738 0.172 -5.831
C22 1.720 4.277 0.754
N7 1.902 5.719 1.064
O11 0.924 6.400 1.279
O12 3.052 6.116 1.085
H37 0.663 4.039 0.774
H38 2.141 4.105 -0.232
H39 2.267 3.719 1.508
C23 5.053 -2.711 -4.428
N8 5.159 -3.600 -3.239
O13 4.193 -3.687 -2.507
O14 6.211 -4.181 -3.072
H40 4.065 -2.268 -4.434
H41 5.826 -1.953 -4.336
H42 5.214 -3.317 -5.313
C24 -4.116 5.021 5.085
N9 -2.677 4.833 4.755
O15 -2.074 3.952 5.327
O16 -2.209 5.585 3.925
H43 -4.400 4.290 5.832
H44 -4.232 6.033 5.461
H45 -4.674 4.884 4.162
C25 9.048 -2.066 -2.812
N10 9.191 -1.541 -4.198
O17 10.089 -0.759 -4.423
O18 8.387 -1.942 -5.014
H46 9.827 -1.627 -2.200
H47 8.060 -1.784 -2.460
H48 9.139 -3.146 -2.863
C26 -6.945 0.507 3.859
N11 -5.715 -0.332 3.862
O19 -4.719 0.124 3.350
O20 -5.804 -1.429 4.384
H49 -6.716 1.444 3.365
H50 -7.713 -0.045 3.326
H51 -7.233 0.663 4.895
C27 6.246 5.021 1.571
N12 6.280 3.964 2.620
O21 5.356 3.912 3.403
O22 7.240 3.221 2.618
H52 5.338 5.600 1.692
H53 7.131 5.636 1.702
H54 6.264 4.518 0.608
C28 1.754 -2.050 7.286
N13 1.086 -3.286 6.796
O23 0.878 -4.177 7.590
O24 0.791 -3.319 5.617
H55 1.954 -2.167 8.344
H56 2.672 -1.931 6.718
H57 1.079 -1.221 7.098
C29 3.405 -0.487 0.583
N14 3.933 0.898 0.701
O25 4.764 1.282 -0.097
O26 3.457 1.556 1.601
H58 3.884 -0.979 -0.258
H59 3.617 -1.012 1.509
H60 2.336 -0.386 0.418
C30 -6.831 -5.027 4.574
N15 -6.314 -5.522 3.268
O27 -7.109 -5.665 2.361
O28 -5.125 -5.737 3.202
H61 -7.900 -4.876 4.484
H62 -6.598 -5.780 5.321
H63 -6.315 -4.096 4.792

3.
Density functional theory data (ωB97M-V/def2-TZVPD) for a 3-piece molecular cluster, C30H63BI2N6O5P overall at a distorted geometry.

The value obtained for the HOMO energy (spin up / spin down) is -0.3819 / -0.4023 hartree. As for the total charge: +1. Its multiplicity is 3. As for the gap between HOMO and LUMO (spin up / spin down): 5.819 / 6.372 eV.

Atoms and positions in Å:
C1 7.538 0.216 1.246
C2 7.523 -1.211 2.043
I1 8.199 -1.108 4.137
C3 6.104 -2.020 2.036
I2 6.233 -3.443 0.322
N1 4.872 -1.190 1.775
C4 4.131 -0.493 2.696
N2 4.411 -0.445 4.214
C5 4.685 0.921 4.801
B1 5.693 1.877 3.924
O1 7.035 2.168 4.505
O2 5.372 2.519 2.631
C6 2.990 -0.668 4.781
C7 1.883 -0.159 3.631
C8 1.075 1.255 4.011
C9 0.941 -1.468 3.347
C10 -0.590 -1.307 4.002
C11 -1.693 -0.724 2.934
C12 -2.407 -2.068 2.243
O3 -3.300 -2.785 3.202
N3 2.878 0.327 2.625
P1 2.444 1.270 1.230
N4 1.090 0.876 0.442
H1 8.424 0.169 0.447
H2 7.865 1.078 2.000
H3 6.573 0.469 0.636
H4 8.314 -1.915 1.491
H5 5.922 -2.667 3.015
H6 4.527 -1.150 0.769
H7 5.170 0.778 5.870
H8 3.685 1.555 4.962
H9 7.700 2.360 3.777
H10 5.367 1.868 1.871
H11 3.039 -1.809 5.031
H12 2.769 -0.208 5.859
H13 0.125 1.405 3.323
H14 1.785 2.204 3.937
H15 0.774 1.144 5.160
H16 0.762 -1.719 2.214
H17 1.354 -2.479 3.830
H18 -0.576 -0.745 5.041
H19 -0.940 -2.420 4.257
H20 -1.189 -0.062 2.105
H21 -2.557 -0.158 3.524
H22 -1.511 -2.770 1.885
H23 -3.086 -1.706 1.352
H24 -3.516 -3.691 2.806
H25 2.267 2.663 1.662
H26 3.563 1.228 0.280
H27 0.707 0.048 0.946
C13 -3.507 4.919 -3.542
C14 -2.183 5.569 -3.063
C15 -1.029 5.228 -4.044
C16 -0.517 3.805 -3.906
C17 -0.105 3.528 -2.464
C18 -1.239 3.811 -1.445
N5 -1.895 5.154 -1.647
O4 -1.036 6.126 -1.094
C19 -2.301 2.681 -1.539
C20 -0.651 3.632 -0.006
C21 -2.480 7.102 -3.213
H28 -3.686 5.141 -4.602
H29 -3.535 3.836 -3.464
H30 -4.364 5.308 -2.980
H31 -0.188 5.913 -3.879
H32 -1.352 5.392 -5.080
H33 -1.275 3.090 -4.240
H34 0.350 3.663 -4.564
H35 0.227 2.485 -2.382
H36 0.772 4.146 -2.228
H37 -3.219 2.953 -1.008
H38 -1.933 1.751 -1.082
H39 -2.554 2.403 -2.562
H40 0.209 4.285 0.184
H41 -0.285 2.605 0.145
H42 -1.410 3.828 0.761
H43 -3.254 7.429 -2.509
H44 -2.840 7.332 -4.224
H45 -1.590 7.721 -3.056
C22 -2.659 -6.048 -2.944
C23 -3.427 -5.202 -1.894
C24 -4.887 -4.961 -2.362
C25 -5.007 -3.920 -3.462
C26 -4.351 -2.613 -3.027
C27 -2.874 -2.793 -2.591
N6 -2.677 -3.929 -1.619
O5 -3.087 -3.470 -0.351
C28 -1.994 -3.014 -3.853
C29 -2.364 -1.422 -2.035
C30 -3.491 -6.166 -0.658
H46 -3.237 -6.940 -3.220
H47 -2.453 -5.534 -3.878
H48 -1.699 -6.395 -2.544
H49 -5.499 -4.634 -1.511
H50 -5.335 -5.900 -2.711
H51 -4.563 -4.290 -4.391
H52 -6.068 -3.737 -3.678
H53 -4.419 -1.889 -3.849
H54 -4.936 -2.189 -2.199
H55 -0.994 -3.366 -3.583
H56 -1.861 -2.077 -4.413
H57 -2.431 -3.706 -4.574
H58 -2.970 -1.053 -1.198
H59 -2.415 -0.640 -2.808
H60 -1.322 -1.490 -1.702
H61 -2.493 -6.343 -0.238
H62 -3.901 -7.142 -0.946
H63 -4.137 -5.785 0.141

4.
Density functional theory data (ωB97M-V/def2-TZVPD) for C30H64AlClO12PS as an isolated structure.

The value obtained for the HOMO energy is -0.1226 hartree. As for the total charge: -1. As for the gap between HOMO and LUMO: 5.232 eV.

Atoms and positions in Å:
C1 0.200 0.375 -0.864
C2 0.333 -0.214 0.533
S1 -0.985 -1.358 1.023
C3 -1.595 -2.182 -0.488
Al1 -3.049 -1.158 -1.515
Cl1 -4.565 -2.610 -2.343
P1 -4.181 0.348 -0.070
C4 -5.854 -0.367 0.334
C5 -4.644 1.860 -1.066
C6 -4.973 1.638 -2.558
H1 -0.812 0.685 -1.101
H2 0.568 -0.297 -1.634
H3 0.829 1.268 -0.915
H4 1.308 -0.694 0.627
H5 0.302 0.594 1.258
H6 -2.067 -3.090 -0.110
H7 -0.778 -2.513 -1.130
H8 -2.327 -0.307 -2.666
H9 -6.446 0.352 0.897
H10 -6.428 -0.613 -0.562
H11 -5.755 -1.283 0.909
H12 -5.518 2.289 -0.576
H13 -3.834 2.577 -0.965
H14 -4.299 2.205 -3.196
H15 -5.975 1.981 -2.807
H16 -4.893 0.598 -2.860
O1 -0.955 -0.355 4.932
C7 -0.853 -1.510 5.239
O2 0.107 -1.841 6.136
C8 0.230 -3.140 6.717
C9 1.022 -4.077 5.831
C10 -1.687 -2.592 4.607
H17 -0.749 -3.546 6.977
H18 0.761 -2.974 7.655
H19 0.524 -4.251 4.878
H20 1.171 -5.040 6.323
H21 1.997 -3.643 5.607
H22 -1.221 -2.883 3.663
H23 -2.673 -2.186 4.396
H24 -1.818 -3.472 5.235
O3 2.792 3.007 3.640
C11 2.225 2.915 4.694
O4 2.849 3.398 5.797
C12 2.203 3.491 7.067
C13 2.282 2.190 7.839
C14 0.899 2.215 4.847
H25 1.176 3.839 6.954
H26 2.744 4.272 7.600
H27 1.761 1.384 7.322
H28 1.837 2.306 8.828
H29 3.323 1.886 7.956
H30 1.068 1.145 4.948
H31 0.314 2.383 3.946
H32 0.305 2.559 5.689
O5 0.867 -4.694 2.464
C15 1.930 -4.693 1.911
O6 2.768 -3.667 2.146
C16 4.112 -3.606 1.668
C17 4.192 -3.064 0.257
C18 2.304 -5.748 0.898
H33 4.606 -4.575 1.767
H34 4.618 -2.926 2.353
H35 3.686 -3.718 -0.454
H36 5.234 -2.959 -0.048
H37 3.710 -2.088 0.201
H38 1.887 -5.462 -0.067
H39 1.857 -6.689 1.208
H40 3.375 -5.907 0.792
O7 -5.834 1.963 -5.501
C19 -5.327 1.094 -6.159
O8 -4.057 0.761 -5.899
C20 -3.377 -0.349 -6.492
C21 -2.765 0.055 -7.816
C22 -6.061 0.421 -7.295
H41 -4.027 -1.221 -6.567
H42 -2.595 -0.605 -5.779
H43 -3.521 0.343 -8.547
H44 -2.166 -0.753 -8.239
H45 -2.126 0.924 -7.663
H46 -5.952 1.035 -8.188
H47 -7.114 0.366 -7.030
H48 -5.720 -0.588 -7.510
O9 -2.955 3.470 -8.600
C23 -2.822 4.118 -7.596
O10 -2.616 3.454 -6.451
C24 -2.348 4.075 -5.191
C25 -3.629 4.441 -4.471
C26 -2.980 5.619 -7.581
H49 -1.675 4.926 -5.314
H50 -1.808 3.324 -4.619
H51 -4.207 5.181 -5.028
H52 -3.406 4.850 -3.485
H53 -4.256 3.557 -4.352
H54 -4.040 5.855 -7.500
H55 -2.604 6.009 -8.524
H56 -2.441 6.116 -6.778
O11 7.193 -1.407 -0.600
C27 7.622 -0.817 0.352
O12 8.113 -1.531 1.386
C28 8.781 -0.932 2.500
C29 7.805 -0.472 3.563
C30 7.540 0.686 0.454
H57 9.441 -0.130 2.167
H58 9.419 -1.719 2.899
H59 7.139 0.307 3.190
H60 8.342 -0.078 4.427
H61 7.183 -1.305 3.888
H62 6.553 0.957 0.828
H63 7.659 1.099 -0.544
H64 8.299 1.135 1.091